No. 1
15
Properties=species:S:1:pos:R:3 method="wB97M-V/def2-TZVPD" max_force_ev_per_a=2.45 lumo_ev=1.159 e_above_lowest_kj_mol=128.93 smiles="C=CC(C)C" gap_ev=10.74 total_charge=0
C -1.28141 -1.10850 -0.31294
C 1.94233 -0.11064 -0.42400
C -0.79036 1.40971 -0.10098
C -0.51994 -0.03571 0.42729
C 0.99839 -0.19703 0.53386
H 1.28284 -0.54840 1.59518
H -1.88844 1.56275 -0.07724
H 3.01359 -0.27450 -0.20928
H -1.28810 -2.07697 0.28601
H -0.79920 -0.02036 1.47698
H -2.33565 -0.91998 -0.27528
H -0.87046 -1.31712 -1.29902
H -0.48678 1.49311 -1.20474
H -0.21795 2.20535 0.37187
H 1.49613 0.14917 -1.40385

***

No. 2
15
Properties=species:S:1:pos:R:3 method="wB97M-V/def2-TZVPD" max_force_ev_per_a=2.74 lumo_ev=-1.780 e_above_lowest_kj_mol=637.01 gap_ev=4.74 total_charge=0
C 1.08049 0.02883 2.25241
C 1.15882 0.21212 0.79318
C 0.48286 1.88155 -0.88053
C 0.17093 0.99895 0.08846
C -1.14837 0.60961 0.58259
H 1.27027 0.99934 2.70847
H -1.37988 -0.44222 0.59317
H -1.87825 1.26982 0.18001
H 0.09149 -0.36818 2.52297
H -2.48697 -4.88704 -4.53695
H 2.13249 0.33096 0.32202
H -0.30656 2.28751 -1.49303
H 1.50712 1.94700 -1.21464
H 1.81944 -0.71930 2.54816
H -2.51387 -4.14894 -4.46630

***

No. 3
15
Properties=species:S:1:pos:R:3 method="wB97M-V/def2-TZVPD" max_force_ev_per_a=0.18 lumo_ev=1.282 e_above_lowest_kj_mol=170.98 smiles="C=CC.C=C" gap_ev=10.87 total_charge=0
C 1.28911 0.29394 -1.14555
C -2.04092 0.15922 -0.37957
C -1.97174 -0.90812 0.40683
C 1.31980 -0.12344 1.32833
C 1.44288 0.69960 0.29086
H 1.68092 1.74840 0.47367
H -2.39849 -1.86529 0.11793
H -1.60242 1.10884 -0.08113
H 1.45137 0.21762 2.35180
H -2.52894 0.12779 -1.35058
H -1.47592 -0.86344 1.37330
H 0.58565 0.95223 -1.66966
H 2.24865 0.36089 -1.67341
H 0.91545 -0.73109 -1.22968
H 1.08460 -1.17715 1.18686